{"formula": "C8H8BNO2", "method": "ωB97M-V with the def2-TZVPD basis set", "e_homo_ha": -0.353, "fmax_ev_per_a": 3.2, "orbital_gap_ev": 9.872, "total_charge": 0, "smiles": "N#CCc1cccc(B(O)O)c1", "symbols": ["H", "C", "H", "H", "C", "C", "H", "C", "H", "C", "H", "O", "H", "C", "O", "N", "C", "C", "B", "H"], "positions_angstrom": [[1.9072, 1.1510, 2.3833], [1.3825, -0.9364, -3.1730], [1.1116, -1.2688, 0.5300], [-1.7984, -0.4666, 3.4128], [-1.0886, 1.2755, 0.8249], [0.0750, -0.4445, -1.1012], [0.1382, -2.2940, -2.2574], [0.3136, -0.6077, 0.2671], [-1.0433, 0.5672, -2.5674], [0.7555, -1.4356, -2.0168], [-1.2958, 2.0611, 1.6076], [1.3162, 0.6609, 3.0703], [1.5915, -1.9152, -1.4878], [-1.3282, 1.3954, -0.5686], [-0.8039, -0.4833, 3.5475], [1.8364, -0.3410, -4.0434], [-0.7762, 0.5364, -1.4937], [-0.2677, 0.2505, 1.1928], [0.0593, 0.2081, 2.7429], [-2.0850, 2.0871, -0.8702]], "forces_ev_per_angstrom": [[-2.201, -1.637, 1.668], [0.122, 1.738, -1.649], [0.086, -0.621, 0.533], [2.279, -0.003, -0.273], [0.193, 1.114, -1.528], [1.026, -1.298, 1.374], [-0.499, 0.002, -0.201], [0.024, 0.836, -0.940], [0.099, 0.416, 0.731], [0.292, -1.419, 1.513], [-0.528, -0.855, -1.263], [1.115, 1.059, -0.142], [-0.235, 0.111, 0.379], [-0.970, 0.370, 1.325], [-1.108, 0.662, 1.211], [0.189, -0.307, -0.188], [-1.035, 0.398, -1.516], [0.574, -0.299, 1.611], [0.643, -0.899, -2.193], [-0.067, 0.631, -0.451]]}